Entry 1:
C2H4BrN | wB97M-V/def2-TZVPD

The value obtained for the gap between HOMO and LUMO (alpha / beta) is 8.51 / 8.51 eV. For the LUMO energy (alpha / beta), the calculation gives -0.012 / -0.012 Ha. Its total charge is 0. The value obtained for the relative energy (zero: lowest compared OMol25 entry of this formula, charge and spin) is 312.5 kJ/mol. Its HOMO energy (alpha / beta) is -8.8 / -8.8 eV.

Last column: Löwdin charge in e.
Positions of all 8 atoms, in Å:
1 C 0.946 -0.147 1.040  -0.69
2 C -0.485 -0.362 -0.797  0.14
3 N 0.958 0.824 1.763  0.02
4 Br 1.902 -1.814 1.427  0.51
5 H -0.006 -1.089 -1.322  -0.03
6 H -0.228 0.635 -1.125  0.03
7 H -1.300 -0.776 -0.385  -0.02
8 H 1.415 0.942 2.652  0.06


Entry 2:
C12H24NO2 | wB97M-V/def2-TZVPD

The value obtained for the gap between HOMO and LUMO (alpha / beta) is 8.48 / 5.53 eV. For the LUMO energy (alpha / beta), the calculation gives -0.091 / -0.117 Ha. Its total charge is +1. The value obtained for the relative energy (zero: lowest compared OMol25 entry of this formula, charge and spin) is 578.2 kJ/mol. Its HOMO energy (alpha / beta) is -11.0 / -8.7 eV.

Last column: Löwdin charge in e.
Positions of all 39 atoms, in Å:
1 C -0.950 3.036 0.168  -0.22
2 C -0.177 2.395 1.242  -0.19
3 C -0.416 2.492 -1.142  -0.19
4 C -0.663 0.925 1.316  -0.17
5 C -0.510 1.015 -1.205  -0.15
6 C -0.079 -2.141 0.852  -0.09
7 C 1.353 -2.148 0.401  -0.11
8 C -0.313 0.216 0.081  -0.21
9 C 3.040 -0.634 -0.079  -0.50
10 C 3.452 0.808 0.056  0.04
11 C -2.903 -2.440 -0.769  -0.09
12 C -2.372 -1.377 0.157  -0.16
13 N -0.798 -1.195 -0.033  -0.08
14 O 1.937 -0.850 0.481  -0.01
15 O 3.455 -1.387 -1.122  0.08
16 H -2.033 2.969 0.355  0.13
17 H -0.909 4.160 0.258  0.13
18 H 0.867 2.223 1.026  0.09
19 H -0.185 3.002 2.243  0.16
20 H -0.938 2.858 -2.079  0.14
21 H 0.574 2.899 -1.358  0.12
22 H -0.324 0.396 2.207  0.11
23 H -1.765 0.885 1.384  0.12
24 H -1.548 0.686 -1.435  0.13
25 H 0.135 0.610 -1.909  0.10
26 H -0.622 -3.120 0.727  0.15
27 H -0.234 -1.701 1.927  0.17
28 H 1.857 -2.873 1.054  0.16
29 H 1.453 -2.445 -0.622  0.13
30 H 4.528 1.073 -0.059  0.12
31 H 3.018 1.116 0.934  0.05
32 H 2.848 1.155 -0.783  0.09
33 H -2.789 -2.200 -1.879  0.11
34 H -2.261 -3.295 -0.771  0.05
35 H -4.000 -2.783 -0.377  0.16
36 H -2.447 -1.636 1.297  0.16
37 H -2.859 -0.404 0.050  0.11
38 H -0.656 -1.387 -1.069  0.19
39 H 4.234 -0.902 -1.523  0.16


Entry 3:
C5H16O2S | wB97M-V/def2-TZVPD

The value obtained for the gap between HOMO and LUMO is 8.89 eV. For the LUMO energy, the calculation gives 0.018 Ha. Its total charge is 0. The value obtained for the relative energy (zero: lowest compared OMol25 entry of this formula, charge and spin) is 69.1 kJ/mol. Its HOMO energy is -8.4 eV.

Last column: Löwdin charge in e.
Positions of all 24 atoms, in Å:
1 C -1.927 2.028 1.275  -0.10
2 C -1.204 1.234 0.203  -0.27
3 C -0.157 0.254 0.724  -0.29
4 C 1.234 0.863 0.850  -0.50
5 S 2.180 1.087 -0.700  0.79
6 C 1.482 -0.136 -1.824  -0.43
7 H -2.240 1.400 2.108  0.07
8 H -1.215 2.742 1.714  0.07
9 H -2.722 2.648 0.868  0.07
10 H -0.774 1.846 -0.596  0.11
11 H -1.936 0.673 -0.401  0.10
12 H -0.105 -0.632 0.094  0.05
13 H -0.407 -0.116 1.725  0.10
14 H 1.120 1.866 1.270  0.07
15 H 1.866 0.323 1.555  0.06
16 H 2.171 -0.265 -2.666  0.03
17 H 0.614 0.219 -2.387  0.04
18 H 1.355 -1.089 -1.325  0.03
19 O -1.369 -2.390 -1.684  -0.06
20 H -1.231 -1.848 -0.896  -0.01
21 H -2.080 -2.982 -1.411  0.04
22 O -1.539 -2.842 1.612  -0.05
23 H -0.869 -2.946 2.295  0.04
24 H -1.942 -1.981 1.736  0.02


Entry 4:
C22H56AsF6MgN3O17 | wB97M-V/def2-TZVPD

The value obtained for the gap between HOMO and LUMO (alpha / beta) is 8.77 / 3.53 eV. For the LUMO energy (alpha / beta), the calculation gives -0.082 / -0.275 Ha. Its total charge is +1. The spin multiplicity is 2. Its HOMO energy (alpha / beta) is -11.0 / -11.0 eV.

Last column: Löwdin charge in e.
Positions of all 106 atoms, in Å:
1 Mg 2.387 -0.390 1.802  0.45
2 N 0.782 1.460 3.440  -0.57
3 O 0.625 0.874 4.484  0.09
4 O 1.740 1.126 2.749  -0.04
5 O 0.056 2.321 3.079  0.13
6 As -0.461 -0.075 -0.456  1.00
7 F 0.061 1.625 -0.437  -0.26
8 F 0.764 -0.354 -1.753  -0.26
9 F -1.157 -1.686 -0.753  -0.24
10 F -1.504 0.212 0.959  -0.24
11 F -1.718 0.564 -1.622  -0.29
12 F 0.891 -0.609 0.680  -0.23
13 C -1.684 -4.653 0.242  0.05
14 N -0.156 -4.815 0.245  -0.42
15 O 0.229 -5.771 0.846  0.09
16 O 0.463 -3.928 -0.291  0.04
17 H -2.067 -4.008 1.033  0.09
18 H -2.176 -5.624 0.200  0.10
19 H -1.986 -4.120 -0.659  0.07
20 C -0.836 -2.574 -4.152  0.06
21 N -0.174 -3.929 -4.063  -0.44
22 O -0.374 -4.679 -4.966  0.09
23 O 0.617 -4.136 -3.148  0.03
24 H -1.529 -2.414 -3.327  0.08
25 H -1.401 -2.505 -5.082  0.10
26 H -0.113 -1.767 -4.028  0.07
27 C -4.584 0.010 -0.244  -0.11
28 O -5.571 0.910 0.314  -0.18
29 C -6.538 0.162 1.068  -0.18
30 C -6.053 -0.656 2.330  -0.12
31 O -5.574 0.193 3.471  -0.22
32 C -6.574 0.828 4.238  -0.12
33 H -3.933 0.424 -1.014  0.07
34 H -4.940 -0.880 -0.764  0.09
35 H -3.924 -0.435 0.500  0.06
36 H -7.072 -0.478 0.366  0.12
37 H -7.252 0.920 1.390  0.11
38 H -5.198 -1.289 2.093  0.11
39 H -6.936 -1.224 2.621  0.11
40 H -7.179 1.467 3.595  0.08
41 H -6.177 1.357 5.105  0.09
42 H -7.181 -0.019 4.558  0.08
43 C 0.196 -2.077 3.410  -0.03
44 O 1.505 -1.562 3.119  -0.28
45 C 2.505 -1.967 4.084  -0.07
46 C 3.631 -0.804 4.129  -0.06
47 O 4.010 -0.391 2.760  -0.25
48 C 5.206 0.359 2.795  -0.04
49 H 0.098 -3.092 3.026  0.09
50 H -0.583 -1.603 2.813  0.09
51 H -0.146 -2.082 4.445  0.11
52 H 2.914 -2.885 3.661  0.12
53 H 2.044 -2.082 5.064  0.14
54 H 4.425 -1.246 4.731  0.14
55 H 3.267 0.064 4.678  0.13
56 H 5.997 -0.315 3.124  0.11
57 H 5.118 1.216 3.462  0.11
58 H 5.487 0.855 1.866  0.10
59 C 1.314 5.159 1.935  -0.01
60 O -0.053 4.729 1.988  -0.07
61 C -0.733 4.718 0.764  -0.11
62 C -2.102 3.889 0.890  -0.11
63 O -2.505 3.698 2.245  -0.07
64 C -3.912 3.458 2.366  -0.03
65 H 1.426 5.992 1.241  0.11
66 H 1.925 4.350 1.537  0.08
67 H 1.800 5.337 2.895  0.11
68 H -0.089 4.267 0.008  0.13
69 H -0.887 5.775 0.550  0.15
70 H -2.033 2.918 0.400  0.13
71 H -2.662 4.615 0.301  0.13
72 H -4.265 2.694 1.674  0.09
73 H -4.501 4.347 2.139  0.10
74 H -4.241 3.136 3.354  0.10
75 C 0.314 2.161 -4.320  -0.12
76 O 1.307 2.327 -5.302  -0.19
77 C 1.329 1.426 -6.395  -0.18
78 C 1.750 0.024 -6.075  -0.23
79 O 1.389 -0.838 -7.085  -0.15
80 C 2.302 -1.499 -7.889  -0.12
81 H 0.138 3.096 -3.789  0.08
82 H 0.519 1.549 -3.442  0.05
83 H -0.608 1.786 -4.766  0.09
84 H 2.131 1.887 -6.972  0.13
85 H 0.365 1.683 -6.835  0.14
86 H 1.250 -0.325 -5.172  0.10
87 H 2.763 -0.042 -5.678  0.13
88 H 2.470 -1.146 -8.907  0.08
89 H 2.234 -2.582 -7.997  0.09
90 H 3.305 -1.355 -7.486  0.08
91 C 3.372 2.125 0.305  0.01
92 O 3.283 0.668 0.507  -0.26
93 C 3.655 -0.121 -0.665  -0.12
94 C 4.024 -1.570 -0.344  -0.10
95 O 3.125 -1.856 0.718  -0.25
96 C 3.119 -3.230 0.969  -0.06
97 H 3.700 2.488 1.279  0.09
98 H 2.384 2.567 0.172  0.08
99 H 4.096 2.304 -0.490  0.11
100 H 4.573 0.287 -1.088  0.13
101 H 2.970 -0.041 -1.509  0.12
102 H 5.039 -1.655 0.042  0.14
103 H 3.828 -2.222 -1.196  0.15
104 H 2.278 -3.379 1.646  0.08
105 H 3.906 -3.631 1.608  0.11
106 H 2.942 -3.789 0.050  0.11


Entry 5:
C40H60N10NaO5SSi3 | wB97M-V/def2-TZVPD

The value obtained for the gap between HOMO and LUMO is 5.60 eV. For the LUMO energy, the calculation gives 0.063 Ha. Its total charge is -1. The value obtained for the relative energy (zero: lowest compared OMol25 entry of this formula, charge and spin) is 0.0 kJ/mol. Its HOMO energy is -3.9 eV.

Last column: Löwdin charge in e.
Positions of all 120 atoms, in Å:
1 Na -0.212 0.291 -0.713  0.27
2 C 1.634 3.988 -1.243  0.00
3 C 0.700 3.314 -2.186  -0.35
4 N 0.325 2.056 -2.107  0.15
5 C -0.554 1.849 -3.144  -0.11
6 C -0.694 3.004 -3.863  -0.09
7 N 0.127 3.914 -3.252  0.18
8 C -1.473 3.414 -5.054  -0.51
9 O -2.252 2.503 -5.567  0.11
10 O -1.351 4.545 -5.488  0.06
11 C -1.251 0.526 -3.334  -0.55
12 O -2.077 0.457 -4.285  0.03
13 O -0.955 -0.388 -2.536  -0.05
14 H 1.606 3.463 -0.288  0.07
15 H 1.348 5.028 -1.079  0.08
16 H 2.658 3.966 -1.624  0.07
17 H 0.168 4.879 -3.537  0.17
18 H -2.190 1.624 -5.007  0.02
19 C -4.388 4.841 1.676  -0.19
20 Si -2.682 4.174 1.158  0.34
21 C -2.621 4.470 -0.719  -0.18
22 C -1.485 5.457 1.878  -0.20
23 C -2.355 2.468 1.677  -0.46
24 Si -1.833 2.247 3.401  0.34
25 C -3.113 2.740 4.722  -0.19
26 C -0.312 3.251 3.935  -0.20
27 C -1.454 0.425 3.791  -0.20
28 Si -3.611 1.315 1.122  0.41
29 C -4.398 1.707 -0.555  -0.16
30 C -5.089 1.096 2.307  -0.19
31 C -3.147 -0.532 0.747  -0.25
32 C -4.230 -1.418 0.644  -0.08
33 C -4.078 -2.678 0.108  -0.07
34 C -2.822 -3.061 -0.323  -0.08
35 C -1.778 -2.171 -0.153  -0.18
36 N -1.912 -0.947 0.376  0.05
37 H -4.523 5.887 1.379  0.02
38 H -4.526 4.772 2.759  0.01
39 H -5.187 4.257 1.207  0.01
40 H -2.015 5.349 -0.958  0.02
41 H -3.617 4.644 -1.135  0.02
42 H -2.196 3.610 -1.241  0.00
43 H -1.711 6.437 1.445  0.02
44 H -0.443 5.214 1.655  0.01
45 H -1.578 5.540 2.964  0.01
46 H -3.314 3.815 4.684  0.01
47 H -2.750 2.504 5.729  0.02
48 H -4.064 2.221 4.574  0.00
49 H 0.302 3.543 3.085  0.00
50 H 0.319 2.666 4.609  0.02
51 H -0.610 4.162 4.463  0.01
52 H -2.360 -0.113 4.095  0.02
53 H -0.722 0.347 4.602  0.02
54 H -1.043 -0.068 2.909  0.00
55 H -4.836 2.708 -0.580  0.01
56 H -5.192 0.986 -0.769  0.03
57 H -3.669 1.643 -1.368  0.03
58 H -5.340 2.074 2.726  0.02
59 H -4.845 0.434 3.144  0.02
60 H -5.984 0.705 1.814  0.02
61 H -5.209 -1.085 0.968  0.08
62 H -4.927 -3.344 0.007  0.10
63 H -2.650 -4.025 -0.783  0.08
64 H -0.774 -2.457 -0.454  0.08
65 C 1.210 -6.796 0.292  -0.05
66 C 1.157 -5.878 -0.900  -0.30
67 C 2.310 -5.465 -1.550  -0.05
68 C 2.269 -4.621 -2.651  -0.02
69 C 1.046 -4.168 -3.131  -0.25
70 N 0.908 -3.341 -4.269  0.15
71 C 1.904 -2.924 -5.127  -0.51
72 O 1.798 -3.015 -6.333  0.08
73 N 3.052 -2.370 -4.570  0.13
74 C 3.152 -1.434 -3.513  -0.19
75 C 4.264 -0.598 -3.521  -0.02
76 C 4.373 0.407 -2.578  -0.07
77 C 3.366 0.544 -1.638  -0.17
78 N 2.330 -0.281 -1.586  0.10
79 C 2.217 -1.251 -2.489  -0.05
80 C -0.121 -4.559 -2.476  -0.02
81 C -0.059 -5.404 -1.383  -0.05
82 H 2.239 -6.969 0.607  0.07
83 H 0.761 -7.765 0.065  0.08
84 H 0.665 -6.372 1.138  0.07
85 H 3.274 -5.804 -1.188  0.11
86 H 3.189 -4.324 -3.133  0.10
87 H 0.021 -3.413 -4.742  0.15
88 H 3.710 -2.186 -5.312  0.14
89 H 5.019 -0.713 -4.293  0.11
90 H 5.212 1.091 -2.594  0.10
91 H 3.375 1.343 -0.903  0.09
92 H 1.331 -1.860 -2.415  0.09
93 H -1.076 -4.184 -2.825  0.12
94 H -0.978 -5.692 -0.885  0.11
95 C 1.153 -4.041 3.930  -0.05
96 N 0.301 -3.761 2.781  -0.19
97 C -1.085 -3.395 3.070  -0.02
98 C 0.896 -3.305 1.688  -0.27
99 N 1.437 -2.948 0.727  0.21
100 H 0.709 -4.851 4.508  0.09
101 H 1.258 -3.161 4.570  0.09
102 H 2.138 -4.350 3.587  0.09
103 H -1.568 -4.237 3.568  0.09
104 H -1.611 -3.181 2.145  0.07
105 H -1.133 -2.512 3.710  0.08
106 C 5.205 2.181 1.510  -0.08
107 N 5.027 0.753 1.477  -0.17
108 C 6.019 -0.084 0.823  -0.13
109 C 5.293 -1.429 0.649  -0.13
110 N 3.962 -1.136 1.146  0.02
111 C 3.801 0.148 1.509  -0.87
112 S 2.354 0.872 1.907  0.64
113 H 5.421 2.567 0.506  0.09
114 H 6.030 2.453 2.171  0.09
115 H 4.286 2.632 1.879  0.04
116 H 6.917 -0.182 1.438  0.12
117 H 6.314 0.357 -0.135  0.11
118 H 5.769 -2.216 1.237  0.11
119 H 5.263 -1.750 -0.395  0.11
120 H 3.144 -1.669 0.878  0.06


Entry 6:
CH3BrFOP | wB97M-V/def2-TZVPD

The value obtained for the gap between HOMO and LUMO (alpha / beta) is 9.29 / 4.94 eV. For the LUMO energy (alpha / beta), the calculation gives -0.083 / -0.147 Ha. Its total charge is 0. The value obtained for the relative energy (zero: lowest compared OMol25 entry of this formula, charge and spin) is 526.1 kJ/mol. Its HOMO energy (alpha / beta) is -11.6 / -8.9 eV.

Last column: Löwdin charge in e.
Positions of all 8 atoms, in Å:
1 C -0.094 -0.067 -0.206  -0.25
2 O -0.306 -0.971 -2.871  -0.41
3 F 0.641 3.260 -1.771  -0.20
4 P -0.785 0.008 -1.916  0.40
5 Br -3.006 0.055 -1.783  0.33
6 H -0.862 -0.441 0.472  0.04
7 H 0.771 -0.729 -0.227  0.05
8 H 0.201 0.935 0.101  0.04


Entry 7:
C20H28CoF6N2S2Si2Te | wB97M-V/def2-TZVPD

The value obtained for the gap between HOMO and LUMO (alpha / beta) is 7.61 / 4.33 eV. For the LUMO energy (alpha / beta), the calculation gives -0.126 / -0.249 Ha. Its total charge is +1. The value obtained for the relative energy (zero: lowest compared OMol25 entry of this formula, charge and spin) is 61.4 kJ/mol. The spin multiplicity is 5. Its HOMO energy (alpha / beta) is -11.0 / -11.1 eV.

Last column: Löwdin charge in e.
Positions of all 62 atoms, in Å:
1 Co 0.966 0.635 0.692  0.11
2 F -0.787 -1.587 5.007  0.14
3 C -0.566 -0.333 5.425  -0.61
4 F 0.697 -0.270 5.864  0.14
5 F -1.368 -0.115 6.479  0.14
6 C -0.825 0.668 4.326  -0.10
7 C -1.797 1.635 4.480  0.03
8 C -2.042 2.549 3.459  -0.03
9 C -1.296 2.443 2.309  -0.11
10 N -0.351 1.510 2.152  -0.08
11 C -0.089 0.629 3.135  -0.66
12 S 1.199 -0.473 2.720  0.68
13 H -2.365 1.676 5.398  0.13
14 H -2.792 3.319 3.560  0.12
15 H -1.442 3.124 1.479  0.10
16 F 5.128 3.600 0.751  0.15
17 C 5.519 2.858 -0.285  -0.61
18 F 6.846 2.745 -0.231  0.17
19 F 5.201 3.507 -1.411  0.16
20 C 4.864 1.484 -0.274  -0.07
21 C 5.636 0.353 -0.495  0.05
22 C 5.038 -0.895 -0.489  0.03
23 C 3.664 -0.990 -0.272  -0.07
24 N 2.916 0.081 -0.089  -0.04
25 C 3.488 1.315 -0.082  -0.61
26 S 2.343 2.576 0.204  0.94
27 H 6.700 0.452 -0.652  0.14
28 H 5.623 -1.790 -0.646  0.13
29 H 3.157 -1.947 -0.246  0.11
30 C -4.272 0.928 -0.448  -0.21
31 Si -3.317 1.803 -1.780  0.39
32 C -4.258 1.765 -3.378  -0.18
33 C -2.945 3.553 -1.272  -0.17
34 C -1.647 0.948 -2.097  -0.54
35 Te -1.018 -0.484 -0.635  1.34
36 C 0.147 -1.739 -1.918  -0.55
37 Si 0.104 -3.551 -1.366  0.36
38 C 0.499 -3.637 0.450  -0.19
39 C 1.381 -4.472 -2.356  -0.17
40 C -1.600 -4.200 -1.710  -0.18
41 H -5.229 1.432 -0.295  0.04
42 H -3.751 0.916 0.513  0.01
43 H -4.483 -0.108 -0.726  0.04
44 H -5.195 2.319 -3.281  0.04
45 H -4.506 0.740 -3.662  0.04
46 H -3.689 2.217 -4.193  0.04
47 H -3.847 4.069 -0.936  0.04
48 H -2.529 4.120 -2.108  0.04
49 H -2.221 3.584 -0.454  0.00
50 H -0.855 1.689 -2.207  0.01
51 H -1.691 0.371 -3.023  0.01
52 H 1.154 -1.324 -1.972  -0.01
53 H -0.307 -1.642 -2.906  0.02
54 H 1.405 -3.086 0.717  0.00
55 H 0.652 -4.678 0.746  0.05
56 H -0.310 -3.241 1.070  0.03
57 H 2.397 -4.134 -2.136  0.03
58 H 1.212 -4.357 -3.429  0.04
59 H 1.334 -5.539 -2.125  0.04
60 H -2.368 -3.574 -1.250  0.02
61 H -1.724 -5.211 -1.315  0.04
62 H -1.789 -4.238 -2.785  0.04


Entry 8:
C8H9NSSi | wB97M-V/def2-TZVPD

The value obtained for the gap between HOMO and LUMO is 7.91 eV. For the LUMO energy, the calculation gives -0.004 Ha. Its total charge is 0. The value obtained for the relative energy (zero: lowest compared OMol25 entry of this formula, charge and spin) is 0.0 kJ/mol. Its HOMO energy is -8.0 eV.

Last column: Löwdin charge in e.
Positions of all 20 atoms, in Å:
1 Si 3.690 -0.968 -0.171  0.63
2 C 1.984 -0.138 0.066  -0.78
3 N 0.881 -1.004 -0.019  0.00
4 C -0.426 -0.528 -0.080  -0.27
5 C -1.339 -1.529 -0.459  -0.01
6 C -2.640 -1.131 -0.720  -0.08
7 C -3.025 0.145 -0.332  -0.08
8 C -2.148 1.069 0.249  -0.06
9 C -0.811 0.763 0.399  -0.25
10 C 0.184 1.827 0.809  -0.40
11 S 1.891 1.578 0.150  0.87
12 H 3.884 -2.356 0.078  -0.10
13 H 4.507 -0.288 0.991  -0.06
14 H 4.171 -0.398 -1.545  -0.05
15 H -1.044 -2.587 -0.539  0.12
16 H -3.309 -1.650 -1.223  0.05
17 H -3.980 0.531 -0.631  0.09
18 H -2.502 2.143 0.449  0.14
19 H -0.128 2.893 0.554  0.10
20 H 0.161 1.627 1.975  0.13